1.
C26H36N2O5PdSSi | ωB97M-V/def2-TZVPD

Each line ends with the Löwdin charge.
Atoms and positions in Å:
H (0.22506, -1.20306, 3.49565)  0.08
S (0.24157, -2.96395, -2.40897)  0.96
H (-2.07695, -3.52497, 5.44206)  0.04
H (-1.43147, -2.80153, 1.20542)  0.02
C (-1.65208, 3.57526, -1.97655)  -0.15
C (2.07885, -0.23064, 3.10967)  -0.18
C (-1.07281, 4.22075, -0.89068)  -0.02
H (2.52155, -0.52578, 4.06763)  0.14
H (-2.43083, -5.55558, 2.73318)  0.04
C (-1.62141, 0.60033, -5.81133)  -0.08
H (-0.28460, 3.74027, -0.32474)  0.10
Si (-0.68818, -3.94339, 3.45352)  0.43
H (0.26194, 0.47738, 4.04655)  0.14
H (-3.26587, 1.25377, -1.80227)  0.17
O (1.08582, 2.15687, -1.85511)  0.11
N (-2.26676, 1.21869, -1.69350)  0.18
H (-1.53224, -6.15015, 4.12894)  0.04
H (-0.81954, -6.24525, 2.51820)  0.04
H (0.08928, 3.59852, -4.09375)  0.13
H (-2.74517, -2.68736, 4.04497)  0.04
C (-1.81462, -2.94117, 4.55702)  -0.17
C (0.57387, -0.20501, 3.25435)  -0.16
C (-1.64729, 0.34497, -0.88751)  -0.60
C (-2.44959, 6.15429, -1.27977)  -0.07
C (-1.18880, 1.89441, -3.82503)  -0.16
C (-1.46905, 5.50535, -0.54533)  -0.07
H (0.77323, 1.95197, 1.39256)  0.10
H (0.32418, -3.42340, 1.13993)  0.00
H (3.76730, -0.16170, -0.81875)  0.09
O (-0.11814, 0.16868, 2.05137)  -0.29
C (-1.31530, 2.13164, -2.32395)  -0.26
H (5.01841, -1.35577, -1.28089)  0.10
H (1.02953, -4.59256, 5.10973)  0.04
H (-2.75416, 7.15728, -1.01228)  0.11
H (5.09136, -2.50219, 0.64370)  0.13
H (-0.27101, 2.07019, 2.84356)  0.11
C (-0.14220, 1.60113, 1.86857)  -0.05
C (-2.62919, 4.23547, -2.71528)  -0.02
C (-1.79347, 0.81110, -4.44754)  -0.03
H (3.48783, -1.22973, -2.18385)  0.09
H (-3.07375, 3.75180, -3.57711)  0.12
C (0.00689, 1.65343, -1.66600)  -0.43
H (-2.11193, -0.23794, -6.28883)  0.10
H (-1.36368, -2.01440, 4.91036)  0.02
C (-0.21758, 2.54171, -5.93072)  -0.06
C (-0.39389, 2.75823, -4.57514)  -0.02
H (1.47889, -3.08318, 4.32204)  0.02
H (-1.00173, 6.00408, 0.29375)  0.11
O (2.39570, -1.19739, 2.11890)  -0.19
N (-0.28601, 0.59618, -0.83676)  0.07
C (0.26663, -2.12364, -1.16642)  -0.75
H (1.69887, -4.61924, 3.48059)  0.04
H (-3.78972, 6.01868, -2.95011)  0.11
H (4.30850, -1.59433, 2.79064)  0.14
H (-2.41135, 0.12838, -3.87834)  0.11
O (-2.14371, -0.59270, -0.25370)  -0.01
C (-0.83364, 1.46305, -6.55448)  -0.08
C (3.94429, -1.16857, -1.20053)  -0.08
H (4.18976, -0.34594, 1.53762)  0.13
C (-0.55654, -3.17071, 1.73804)  -0.04
H (2.48701, 0.75124, 2.84082)  0.14
O (3.33399, -2.16370, -0.38102)  -0.23
C (1.03735, -4.06798, 4.15221)  -0.17
C (3.79313, -1.31298, 1.86606)  -0.17
H (0.40004, 3.21975, -6.50471)  0.11
H (-0.70064, 1.30094, -7.61585)  0.11
H (-0.99516, 1.84007, 1.24397)  0.08
H (3.64435, -3.34674, 1.21749)  0.13
C (-3.02967, 5.51597, -2.36696)  -0.06
C (4.01770, -2.39634, 0.83111)  -0.20
Pd (0.25209, -1.10503, 0.29949)  1.01
C (-1.43530, -5.62784, 3.17408)  -0.17

Forces on the atoms, in the same order (eV/Å):
-0.1 -0.1 0.0
0.0 -0.1 0.0
0.0 0.0 0.0
0.0 -0.1 0.0
0.0 0.0 0.0
0.0 -0.1 -0.2
0.0 0.0 0.0
0.0 0.1 0.1
0.0 0.0 0.0
0.0 0.0 0.0
0.0 0.0 0.0
0.0 0.1 0.0
0.1 0.0 0.0
0.0 0.0 0.0
-0.1 -0.1 0.0
0.2 0.2 0.0
0.0 0.0 0.0
0.0 0.0 0.0
0.0 0.0 0.0
0.0 0.0 0.0
0.0 0.0 -0.1
0.1 -0.1 0.0
-0.3 -0.6 0.2
0.0 0.0 0.0
0.1 0.0 0.0
0.0 0.0 0.0
0.0 0.0 0.0
0.0 -0.1 -0.1
0.1 0.1 0.1
0.5 0.0 -0.1
-0.2 0.0 0.0
0.0 0.1 -0.1
0.0 0.0 0.0
0.0 0.0 0.0
0.0 0.0 0.1
0.0 0.0 0.0
-0.1 0.1 0.0
0.0 0.0 0.0
0.0 0.0 0.0
0.0 -0.1 -0.1
0.0 0.0 0.0
0.7 0.0 0.1
0.0 0.0 0.0
0.0 0.1 0.0
0.0 0.0 0.0
0.0 0.0 0.0
0.0 0.0 0.0
0.0 0.0 0.0
-0.2 0.1 -0.1
-0.5 -0.7 -0.3
0.4 -0.3 -1.0
0.0 0.0 0.0
0.0 0.0 0.0
0.0 0.0 0.0
0.0 0.0 0.0
-0.4 0.3 -0.2
0.0 0.0 0.0
-0.1 -0.1 0.2
0.0 0.0 0.0
0.2 0.3 -0.2
0.0 0.0 -0.1
-0.1 0.1 -0.2
0.0 0.0 0.0
-0.1 0.0 0.0
0.0 0.0 0.0
0.0 0.0 0.0
0.0 0.0 0.0
0.0 0.0 0.0
0.0 0.0 0.0
-0.2 0.0 0.0
0.1 1.2 1.9
0.0 -0.1 -0.1

Output
- total energy (hartree) = -2313.2844
- multiplicity = 2
- highest occupied orbital energy (spin up / spin down) (eV) = -11.2 / -11.2
- charge = +1
- lowest unoccupied orbital energy (spin up / spin down) (eV) = -4.6 / -5.0
- ⟨S²⟩ = 0.78
- frontier orbital gap (spin up / spin down) (eV) = 6.60 / 6.19


2.
C26H36N4O5S5SiSr | ωB97M-V/def2-TZVPD

Each line ends with the Löwdin charge.
Atoms and positions in Å:
H (-0.79004, -1.90150, 5.13227)  0.07
O (-0.20814, -0.50570, 3.00677)  -0.16
H (2.56106, -4.37790, -2.09043)  0.08
C (2.74176, -4.38930, -3.16583)  -0.53
H (-1.76584, 2.34590, 0.41517)  0.07
H (-1.92524, 1.12700, 3.96407)  0.07
C (4.55546, 3.08600, -3.44903)  -0.36
C (-1.93484, -0.73400, -3.65773)  -0.48
H (0.69406, -3.64380, 2.19277)  0.08
S (-0.09684, -0.13560, -0.02473)  0.27
S (2.88386, 1.20890, -4.12253)  0.40
C (2.27186, 3.86810, -3.50553)  -0.84
H (-1.93204, 4.64590, 2.61737)  0.08
S (0.10236, -4.33600, -3.68323)  0.90
N (-1.19364, -1.83040, -3.64523)  -0.02
C (-2.21524, 2.13290, 1.38377)  -0.06
H (-3.85224, 0.95400, -4.24273)  0.11
N (5.68916, 3.18100, -3.25023)  0.12
C (-0.05734, -2.35250, 4.46547)  -0.04
H (3.86986, 3.29500, 1.99087)  0.08
H (1.91086, -5.27840, -4.95093)  0.06
C (2.99076, 1.40290, 2.61457)  -0.65
H (3.75216, -4.73320, -3.37503)  0.07
H (-3.17254, 2.64710, 1.45587)  0.08
N (0.14856, -1.64330, -3.67853)  -0.12
C (-1.01664, 4.08510, 2.44127)  -0.03
C (-5.30264, -2.40920, -3.08963)  -0.03
H (-1.84834, -3.36800, 2.52127)  0.08
H (-2.46594, -1.87610, 3.26177)  0.08
H (0.46476, -2.29720, 1.05667)  0.00
C (-3.39964, -1.00190, -3.57093)  -0.07
H (5.12276, 1.40070, 3.02697)  0.08
O (-0.00794, 1.97630, 2.38217)  -0.16
C (-4.27874, 0.01760, -3.91303)  -0.03
H (-7.22504, -1.54180, -3.38813)  0.09
O (-3.14254, -3.26370, -2.78203)  0.03
H (-0.28104, 4.34750, 3.20057)  0.08
C (-1.73274, -2.28690, 2.56937)  -0.03
H (-1.90784, -1.86780, 1.58057)  0.06
Sr (0.37396, 0.97020, -2.74753)  0.96
H (2.51206, 1.01060, 4.68747)  0.08
C (3.08776, 2.60640, 1.67297)  -0.02
H (-6.32084, 0.64060, -4.12103)  0.09
C (-5.64774, -0.16160, -3.85043)  -0.11
C (4.35556, 0.70110, 2.69927)  -0.03
H (0.93416, -2.02470, 4.77557)  0.08
H (-2.89864, 2.61620, 3.93037)  0.08
C (2.55686, 1.86280, 4.01207)  -0.03
O (2.08526, 0.45810, 2.10227)  -0.14
C (0.70676, -2.56080, 2.08357)  -0.08
C (1.69666, -5.20920, -3.88333)  -0.55
H (-0.61404, 4.34990, 1.46687)  0.09
H (-5.67804, -3.36980, -2.76893)  0.11
H (2.13176, 3.12120, 1.65507)  0.07
H (-0.11704, -3.43710, 4.54627)  0.07
O (-1.52574, 0.44170, -3.76243)  -0.26
C (0.84916, -2.68890, -3.70243)  -0.89
C (-1.89054, 2.20830, 3.86057)  -0.03
C (2.72126, 5.16050, -3.21563)  -0.36
S (0.54506, 3.74520, -3.62063)  0.40
H (3.31236, 2.26100, 0.66627)  0.09
H (-2.37204, 1.05920, 1.44887)  0.06
C (-3.91874, -2.23540, -3.14153)  -0.28
H (1.69686, -2.16970, 2.30327)  0.08
H (3.25426, 2.60180, 4.40417)  0.08
H (-1.28734, 2.61260, 4.67047)  0.08
H (1.56356, 2.29350, 3.94367)  0.06
H (4.30616, -0.12980, 3.40077)  0.08
H (4.62456, 0.31000, 1.72217)  0.08
Si (0.45786, 0.48910, 1.86627)  -0.15
N (3.05206, 6.24530, -2.99793)  0.12
C (-1.27114, 2.57210, 2.50147)  -0.66
S (2.59176, -2.67260, -3.78243)  0.91
C (3.19456, 2.85470, -3.67243)  -0.83
H (1.59486, -6.20990, -3.46353)  0.07
C (-6.15614, -1.38350, -3.43903)  -0.11
C (-0.31314, -1.90700, 3.01497)  -0.67
H (-2.20044, -2.98000, -2.95963)  0.03

Forces on the atoms, in the same order (eV/Å):
-0.1 0.1 0.1
-0.1 0.3 0.3
0.1 -0.1 0.0
0.0 0.5 -0.1
-0.1 0.0 0.0
0.0 -0.1 0.0
1.5 0.4 0.3
-0.3 -0.8 -0.2
0.0 -0.1 0.1
0.1 0.4 0.0
0.0 -0.4 -0.2
0.1 -1.5 -0.2
-0.1 0.1 0.0
0.3 0.3 0.0
-0.8 -0.7 0.2
0.3 0.1 0.1
0.0 0.1 0.0
-0.1 0.1 0.0
-0.1 0.1 -0.4
0.0 0.1 0.0
0.1 -0.1 0.1
0.6 0.4 0.3
0.1 0.0 0.0
-0.1 0.1 0.1
0.7 1.0 0.2
0.0 -0.4 0.0
0.0 -0.1 0.1
0.0 -0.1 0.0
-0.1 0.0 0.1
0.1 -0.2 0.0
0.0 0.0 0.1
0.1 0.1 0.0
0.3 0.0 -0.1
0.0 0.0 0.0
-0.1 0.0 0.0
-0.2 -0.2 0.1
0.0 0.1 0.1
0.3 0.1 0.1
0.0 0.0 -0.1
1.5 0.5 0.9
0.0 -0.1 0.1
-0.1 -0.3 0.1
0.0 0.1 0.0
-0.1 0.2 -0.1
-0.4 0.1 0.0
0.1 0.0 0.0
-0.1 0.0 0.0
0.0 -0.1 -0.2
-0.1 -0.2 -0.1
-0.2 0.1 0.0
-0.4 0.2 -0.1
0.0 0.1 -0.1
0.0 -0.1 0.1
-0.1 0.2 0.0
0.0 -0.1 0.0
-1.1 0.2 -0.7
-0.3 -1.0 -0.1
0.2 0.0 -0.3
0.7 1.4 0.3
-0.3 0.0 -0.1
0.1 0.0 -0.1
-0.1 -0.1 -0.1
0.0 0.0 -0.1
0.2 -0.1 0.0
0.1 0.1 0.1
0.1 0.0 0.1
0.0 0.1 0.1
0.0 -0.1 0.1
0.1 0.0 -0.1
-0.1 -0.4 -0.6
0.0 -0.1 0.0
-0.7 0.6 0.2
0.3 -0.2 0.1
-1.5 0.3 -0.1
0.0 0.0 0.0
0.0 -0.1 0.0
-0.2 -0.7 0.2
-0.1 0.1 -0.1

Output
- total energy (hartree) = -3919.1234
- highest occupied orbital energy (eV) = -1.7
- charge = -2
- lowest unoccupied orbital energy (eV) = 3.6
- frontier orbital gap (eV) = 5.35


3.
C26H37As2CdI2N4O | ωB97M-V/def2-TZVPD

Each line ends with the Löwdin charge.
Atoms and positions in Å:
C (-2.12108, 0.36739, 2.08421)  -0.14
H (-1.85045, -0.47269, -4.05758)  0.10
H (-0.42220, -0.79126, -5.04503)  0.12
H (-3.20628, -0.15073, -2.25806)  0.07
H (-5.56198, 0.59873, -1.95270)  0.11
C (-3.06341, 0.53063, 0.91250)  -0.25
H (-1.19923, 3.13652, -3.61822)  0.12
H (2.67152, -2.31844, -2.37679)  0.03
H (-2.08504, 1.32227, 2.62210)  0.13
C (-4.35686, 0.98734, 1.16263)  -0.01
C (-0.78057, -0.26743, -4.14923)  -0.26
H (4.43929, 1.43645, -1.83068)  0.02
H (-1.07547, 2.60617, -1.31111)  0.07
H (5.84698, -1.25362, 2.68745)  0.11
H (0.52162, 1.44219, -4.32920)  0.11
I (-2.56797, -3.50021, -2.19682)  0.96
H (-2.60206, -0.36822, 2.74230)  0.13
C (-0.55083, 1.22982, -4.33064)  -0.19
N (-0.61663, 1.95926, -1.94955)  -0.07
H (-4.02367, -4.82434, 0.28661)  0.09
C (4.32253, 0.08290, 3.37912)  -0.06
H (3.93518, 0.34909, -3.13144)  0.02
H (-0.52936, -1.34792, 3.42403)  0.13
H (4.98622, -0.24616, -1.83194)  0.03
C (3.34717, 0.00816, 0.77235)  -0.44
C (-1.23877, 2.09345, -3.27724)  -0.26
C (4.96238, -0.69172, 2.42824)  -0.06
H (3.12601, 3.14342, -0.51006)  0.00
C (-4.86718, 0.61922, -1.12843)  -0.03
H (0.59935, 2.33121, 3.57095)  0.02
C (-2.22377, -3.14105, 2.60710)  -0.13
As (2.55610, -0.16505, -1.00951)  1.08
H (4.94855, -1.37242, 0.41263)  0.09
H (1.86211, 3.53710, 3.26242)  0.03
C (-1.35014, -2.45179, 1.78684)  -0.18
C (3.23322, 0.85495, 3.01670)  -0.11
C (2.68966, 3.49233, 0.42772)  -0.30
As (1.40637, 2.15233, 1.10674)  1.07
O (-0.48283, -2.14753, -0.41983)  -0.35
C (-3.27131, -4.17338, 0.70580)  -0.22
C (4.14797, 0.41139, -2.06269)  -0.28
H (1.96240, -2.61804, -0.78566)  0.01
C (2.75808, 0.86147, 1.71079)  -0.45
C (4.45611, -0.74242, 1.14304)  -0.11
H (3.49552, 3.67965, 1.13706)  0.04
C (-3.55781, 0.20703, -1.29724)  -0.15
C (-3.14987, -4.02382, 2.07762)  -0.72
H (-0.94623, 1.50659, -5.30784)  0.12
Cd (-0.42054, -0.12641, -0.73092)  1.29
C (0.98926, 3.04144, 2.83715)  -0.31
H (2.75464, 1.45983, 3.77550)  0.09
H (2.16741, 4.43050, 0.23391)  0.02
H (0.21879, 3.79821, 2.67324)  0.02
H (0.89992, -0.75355, -3.09949)  0.03
H (0.60640, -1.61171, 2.08288)  0.12
H (-6.27279, 1.41384, 0.29782)  0.12
N (-0.11110, -0.77513, -2.95074)  -0.08
H (0.35282, 2.27316, -2.01253)  0.05
C (-2.39950, -3.47661, -0.09459)  -0.60
N (-2.66427, 0.19230, -0.30726)  0.03
N (-0.77740, -0.08880, 1.73367)  -0.13
C (-0.43693, -1.39193, 2.33186)  -0.15
H (-2.28766, 1.79586, -3.19687)  0.10
H (-4.63638, 1.27404, 2.16266)  0.12
H (-0.36317, -1.75498, -2.82164)  -0.01
C (-1.36265, -2.65770, 0.38885)  -0.50
H (4.68206, 0.10178, 4.39596)  0.11
C (2.75933, -2.09499, -1.31229)  -0.30
H (-0.10428, 0.57489, 2.10704)  0.00
H (3.72254, -2.47748, -0.97742)  0.02
C (-5.26916, 1.05375, 0.12806)  -0.03
I (-4.44274, -5.08086, 3.37857)  0.84
H (-2.17794, -2.99827, 3.67712)  0.10

Forces on the atoms, in the same order (eV/Å):
-0.1 0.1 0.0
0.0 0.0 0.0
-0.1 0.0 0.1
0.0 0.0 0.0
0.0 0.0 -0.1
-0.2 0.1 0.2
-0.1 -0.1 0.1
0.0 0.1 0.0
0.1 -0.1 0.0
0.1 0.0 -0.2
0.1 0.2 -0.3
-0.1 -0.1 0.1
0.1 0.0 0.0
0.0 -0.1 0.0
0.1 0.0 -0.1
-0.2 -0.3 0.2
0.1 0.2 0.0
-0.3 -0.2 0.3
0.2 0.4 0.3
0.0 0.0 -0.1
0.0 0.0 0.0
0.0 0.0 0.1
0.0 0.0 -0.1
-0.1 0.0 0.0
-0.3 0.0 0.0
0.1 0.0 -0.4
0.0 0.0 0.0
-0.1 0.0 0.0
0.1 0.0 0.0
0.0 0.0 -0.1
-0.1 -0.1 0.0
1.2 -0.2 -0.1
0.0 0.0 0.0
0.0 -0.1 -0.1
0.2 0.2 -0.2
-0.1 0.2 0.2
-0.1 0.0 0.0
0.4 0.8 0.3
0.5 -1.0 0.2
-0.1 -0.1 0.2
-0.3 0.0 0.0
-0.1 0.0 0.0
-0.1 0.0 -0.1
0.1 -0.1 -0.3
-0.1 -0.1 0.1
-0.4 0.1 -0.2
-0.4 -0.2 0.4
0.1 0.1 0.0
0.1 1.6 0.0
0.0 0.0 -0.2
0.0 0.1 0.0
0.0 -0.1 0.0
0.1 -0.1 -0.1
-0.3 0.0 0.0
-0.1 0.1 0.0
-0.1 0.0 0.0
0.3 -0.6 -0.4
-0.1 0.0 0.1
0.3 0.3 -0.7
-0.3 0.0 0.2
0.3 0.4 0.3
0.1 -0.6 0.0
0.1 0.1 0.0
0.0 0.0 0.2
0.1 -0.1 0.1
-0.4 -0.6 0.3
0.0 0.0 0.1
-0.1 -0.1 0.1
-0.3 -0.1 -0.1
0.0 0.2 0.0
0.3 -0.1 0.0
0.3 0.2 -0.3
0.0 0.1 0.1

Output
- total energy (hartree) = -6541.7026
- highest occupied orbital energy (eV) = -9.8
- charge = +1
- lowest unoccupied orbital energy (eV) = -2.1
- frontier orbital gap (eV) = 7.68